Record 1
Computed, not measured: a structure of composition C41H54CrN2OPS4 at a distorted geometry, with ωB97M-V with the def2-TZVPD basis set.

Positions of all 104 atoms, in Å:
Cr  -0.0894  0.4398  0.0033
S  0.2981  1.4032  2.1903
C  -1.3333  1.7389  2.7339
C  -1.6066  1.8866  4.1030
C  -2.8824  2.1440  4.5630
C  -3.9517  2.2625  3.6775
C  -3.7088  2.1498  2.3218
C  -2.4209  1.8914  1.8628
S  -2.0687  1.8654  0.1259
C  -3.1698  0.5475  -0.4885
C  -2.5289  -0.1317  -1.6668
C  -3.2925  -0.5695  -2.7358
C  -2.6876  -1.3123  -3.7370
C  -1.3403  -1.6052  -3.6331
C  -0.6201  -1.0884  -2.5648
C  0.8625  -1.3049  -2.4513
S  1.4719  -1.2725  -0.7481
C  0.8113  -2.8156  -0.1631
C  1.4697  -3.9878  -0.5300
C  1.0301  -5.2137  -0.0696
C  -0.0654  -5.2542  0.7901
C  -0.7069  -4.0922  1.1678
C  -0.2905  -2.8366  0.6963
S  -1.1259  -1.3971  1.2393
N  -1.2046  -0.3513  -1.6167
H  -0.7823  1.7922  4.7984
H  -3.0533  2.2505  5.6269
H  -4.9536  2.4453  4.0408
H  -4.5194  2.2642  1.6115
H  -4.1453  0.9478  -0.7592
H  -3.2702  -0.1752  0.3234
H  -4.3498  -0.3458  -2.7620
H  -3.2624  -1.6612  -4.5848
H  -0.8347  -2.2069  -4.3757
H  1.3899  -0.4769  -2.9229
H  1.1604  -2.2335  -2.9365
H  2.3382  -3.9247  -1.1759
H  1.5359  -6.1235  -0.3637
H  -0.4165  -6.2047  1.1717
H  -1.5517  -4.1304  1.8437
C  3.6256  1.1683  -2.1205
C  3.3984  2.6335  -1.7271
C  4.0119  2.7789  -0.3236
C  4.1500  3.5430  -2.7038
P  1.5408  2.9580  -1.5730
N  0.8031  1.7373  -0.9088
C  1.3186  4.5864  -0.6425
C  -0.1589  4.9922  -0.7803
C  2.2066  5.7465  -1.1112
C  1.5504  4.3869  0.8613
C  0.7985  3.2131  -3.3139
C  1.3180  2.1155  -4.2519
C  -0.7214  2.9871  -3.2173
C  1.0792  4.5625  -3.9800
H  4.6854  0.9362  -1.9896
H  3.3685  0.9519  -3.1541
H  3.0591  0.5141  -1.4644
H  4.9986  2.3098  -0.3278
H  3.4085  2.2751  0.4330
H  4.1483  3.8205  -0.0397
H  5.2196  3.3336  -2.6123
H  4.0060  4.6006  -2.4969
H  3.8735  3.3607  -3.7403
H  -0.3944  5.4133  -1.7555
H  -0.3761  5.7581  -0.0324
H  -0.8220  4.1500  -0.5911
H  2.1702  5.9318  -2.1811
H  3.2462  5.5967  -0.8230
H  1.8618  6.6545  -0.6083
H  0.9623  3.5574  1.2490
H  1.2305  5.3007  1.3702
H  2.5886  4.2146  1.1246
H  1.1662  1.1330  -3.8165
H  2.3672  2.2337  -4.5078
H  0.7475  2.1606  -5.1832
H  -0.9370  2.1140  -2.6026
H  -1.1138  2.8082  -4.2222
H  -1.2522  3.8375  -2.7986
H  2.1443  4.7708  -4.0669
H  0.6061  5.3941  -3.4640
H  0.6671  4.5335  -4.9931
C  3.0430  -6.1500  6.0094
C  2.6464  -5.0084  5.1137
C  1.5290  -4.2320  5.3907
C  1.1982  -3.1343  4.6103
C  -0.0480  -2.3509  4.9557
C  2.0157  -2.7936  3.5156
C  1.7380  -1.4787  2.8801
O  2.2480  -1.0253  1.8798
C  3.1020  -3.6150  3.1745
C  3.9942  -3.3916  1.9767
C  3.3975  -4.7015  3.9881
H  2.3611  -6.2461  6.8530
H  4.0503  -5.9983  6.4005
H  3.0453  -7.0948  5.4632
H  0.9079  -4.4796  6.2445
H  -0.6158  -2.8819  5.7188
H  -0.6864  -2.2051  4.0829
H  0.1880  -1.3598  5.3479
H  0.9966  -0.8563  3.4027
H  3.7132  -2.5156  1.4058
H  3.9444  -4.2671  1.3261
H  5.0311  -3.2800  2.3008
H  4.2531  -5.3207  3.7363

Results
Multiplicity = 2
⟨S²⟩ = 0.767
Kohn-Sham gap (alpha / beta) = 6.6 / 6.6 eV
HOMO (alpha / beta) = -6.48 / -6.49 eV
Energy above the lowest of the compared OMol25 structures with the same formula, charge and spin = 5.2 kcal per mole

Results of the Löwdin charge analysis, in e, for atoms 1 through 5: 0.0018, 0.6691, -0.6432, -0.1103, -0.0902

***

Record 2
Computed, not measured: an isolated molecule of C19H24N4O, with ωB97M-V with the def2-TZVPD basis set.

Positions of all 48 atoms, in Å:
C  -4.8654  -0.4849  2.2932
C  -5.2191  -0.6043  0.8391
C  -6.5532  -0.5588  0.4537
C  -6.9237  -0.6697  -0.8738
C  -5.9516  -0.8315  -1.8446
C  -4.6211  -0.8824  -1.4735
C  -4.2399  -0.7744  -0.1420
C  -2.7731  -0.8025  0.1907
C  -2.1784  0.6085  0.0796
N  -0.7576  0.6167  0.3414
C  0.1616  0.8536  -0.6203
O  -0.1324  1.1219  -1.7656
C  1.6026  0.8151  -0.1229
C  1.9758  2.2022  0.4205
C  3.4562  2.2494  0.7927
C  4.3113  1.8338  -0.4057
N  3.9209  0.5145  -0.8571
C  4.6244  -0.5689  -0.4413
C  4.2257  -1.9089  -0.6569
N  4.9714  -2.9250  -0.2938
C  6.1390  -2.6699  0.2930
C  6.5399  -1.3662  0.5194
N  5.7970  -0.3305  0.1670
C  2.5460  0.4631  -1.2832
H  -4.4001  -1.4029  2.6524
H  -5.7585  -0.3045  2.8861
H  -4.1708  0.3359  2.4633
H  -7.3155  -0.4320  1.2096
H  -7.9675  -0.6299  -1.1480
H  -6.2277  -0.9186  -2.8848
H  -3.8582  -1.0093  -2.2281
H  -2.6074  -1.1898  1.1971
H  -2.2504  -1.4510  -0.5153
H  -2.3101  0.9872  -0.9360
H  -2.6813  1.2866  0.7766
H  -0.4555  0.3529  1.2658
H  1.7113  0.0677  0.6708
H  1.7695  2.9445  -0.3542
H  1.3587  2.4434  1.2892
H  3.7299  3.2558  1.1112
H  3.6530  1.5639  1.6199
H  5.3665  1.8023  -0.1377
H  4.1622  2.5355  -1.2323
H  3.2891  -2.1709  -1.1275
H  6.7332  -3.5246  0.5791
H  7.4777  -1.1259  1.0033
H  2.2968  -0.5155  -1.6890
H  2.3991  1.1984  -2.0809

Results
SMILES = Cc1ccccc1CCNC(=O)[C@@H]1CCCN(c2cnccn2)C1
Kohn-Sham gap = 8.6 eV
HOMO = -8.01 eV
Energy above the lowest of the compared OMol25 structures with the same formula, charge and spin = 20.4 kcal per mole

Results of the Löwdin charge analysis, in e, for atoms 1 through 5: -0.0448, -0.2300, -0.0510, -0.0887, -0.0859

***

Record 3
Computed, not measured: a cluster of 5 separate species, C18H30N4O11S in total at a distorted geometry, with ωB97M-V with the def2-TZVPD basis set.

Positions of all 64 atoms, in Å:
C  -2.2662  1.4722  -5.6932
C  -1.2565  1.4878  -4.5788
C  -0.7125  2.7007  -4.1565
C  0.2114  2.7286  -3.1169
C  0.6033  1.5524  -2.4746
C  1.5508  1.6058  -1.3018
C  0.8317  1.9579  0.0197
C  1.0832  0.9764  1.1551
C  0.1361  -0.2323  1.1353
C  0.8503  -1.5750  1.0395
S  1.9126  -1.9391  2.4512
C  1.1513  3.4114  0.4417
O  -0.1073  3.9732  0.8064
C  -1.0730  3.2374  0.2455
O  -2.2127  3.5212  0.1445
O  -0.5871  2.0610  -0.1630
C  0.0843  0.3381  -2.9148
C  -0.8381  0.3124  -3.9543
H  -3.1652  0.9304  -5.4080
H  -1.8622  0.9740  -6.5710
H  -2.5771  2.4804  -5.9347
H  -1.0017  3.6244  -4.6317
H  0.6348  3.6647  -2.7797
H  2.0381  0.6395  -1.2049
H  2.3294  2.3347  -1.5027
H  2.1177  0.6451  1.1215
H  0.9610  1.5143  2.0907
H  -0.5701  -0.1922  0.3099
H  -0.4519  -0.2255  2.0495
H  1.4231  -1.6079  0.1165
H  0.0886  -2.3330  0.9405
H  3.0758  -1.4392  2.0238
H  1.5593  3.9898  -0.3839
H  1.8272  3.5240  1.2831
H  0.3993  -0.5746  -2.4315
H  -1.2444  -0.6300  -4.2909
C  0.7147  -0.9138  6.0820
N  1.8477  -0.2453  6.7780
O  2.2274  -0.7171  7.8294
O  2.3205  0.7325  6.2370
H  0.3987  -1.7620  6.6772
H  -0.0819  -0.1828  5.9828
H  1.0738  -1.2249  5.1053
C  -2.8871  -5.2006  0.4665
N  -1.5066  -4.7167  0.7431
O  -0.6270  -5.0302  -0.0292
O  -1.3563  -4.0259  1.7313
H  -2.8654  -5.7947  -0.4388
H  -3.2000  -5.7909  1.3221
H  -3.5194  -4.3252  0.3516
C  6.0491  -2.2306  0.2922
N  4.8710  -1.5034  -0.2541
O  4.4733  -0.5264  0.3529
O  4.3777  -1.9385  -1.2696
H  6.3734  -1.7280  1.1952
H  5.7318  -3.2487  0.4962
H  6.8211  -2.2141  -0.4707
C  -5.0918  1.6641  -0.1171
N  -5.2744  0.3812  -0.8505
O  -6.1401  0.3263  -1.6990
O  -4.5368  -0.5347  -0.5466
H  -5.8164  2.3784  -0.4884
H  -5.2450  1.4567  0.9373
H  -4.0751  2.0063  -0.2978

Results
SMILES = Cc1ccc(C[C@@]2(CCCS)COC(=O)O2)cc1.C[N+](=O)[O-].C[N+](=O)[O-].C[N+](=O)[O-].C[N+](=O)[O-]
Kohn-Sham gap = 8.7 eV
HOMO = -8.84 eV

Results of the Löwdin charge analysis, in e, for atoms 1 through 5: -0.0524, -0.2742, -0.0327, -0.0265, -0.2195

***

Record 4
Computed, not measured: an isolated molecule of C20H31N5O4, with ωB97M-V with the def2-TZVPD basis set.

Positions of all 60 atoms, in Å:
C  -5.0097  0.1646  1.0423
C  -3.7682  -0.5413  1.5781
C  -3.8946  -2.0579  1.4773
C  -3.4515  -0.0860  3.0175
N  -2.0856  0.3136  3.2195
N  -1.0560  -0.6322  3.1925
C  0.1245  0.1111  3.2676
C  1.4195  -0.6389  3.2918
C  2.5908  0.3291  3.2371
O  2.9911  0.9415  4.2088
N  3.0964  0.5051  2.0008
C  2.9675  -0.2060  0.7296
C  3.9836  0.8010  0.1274
C  3.4614  1.6751  -0.9957
N  3.2493  0.9490  -2.2429
C  4.4234  0.7376  -3.0676
C  1.9946  0.4973  -2.5143
O  1.0817  0.6867  -1.7176
C  1.7964  -0.2455  -3.8247
C  0.3792  -0.6432  -4.2489
O  0.1415  -0.7824  -5.4349
N  -0.5032  -0.9102  -3.2643
C  -1.8508  -1.2888  -3.5696
C  -2.8080  -1.4261  -2.4310
C  -2.9596  -0.2890  -3.4060
C  4.0489  1.4954  1.5146
C  -0.1297  1.4258  3.2308
C  -1.5893  1.6004  3.1906
O  -2.2809  2.6008  3.1083
H  -5.8923  -0.0923  1.6347
H  -4.8840  1.2474  1.0758
H  -5.2068  -0.1260  0.0091
H  -2.9185  -0.2332  0.9606
H  -4.7330  -2.4177  2.0801
H  -4.0690  -2.3683  0.4456
H  -2.9870  -2.5537  1.8281
H  -4.0359  0.7957  3.2822
H  -3.7088  -0.8714  3.7368
H  -1.1636  -1.3249  3.9290
H  1.5081  -1.2438  4.1970
H  1.4280  -1.3175  2.4369
H  3.3061  -1.2426  0.7740
H  1.9747  -0.1438  0.2833
H  4.9267  0.3296  -0.1490
H  2.5112  2.1203  -0.7040
H  4.1656  2.4899  -1.1879
H  4.1785  0.1905  -3.9705
H  4.8582  1.6978  -3.3534
H  5.1800  0.1688  -2.5229
H  2.1879  0.3345  -4.6594
H  2.3834  -1.1680  -3.7879
H  -0.2784  -0.5405  -2.3495
H  -1.9153  -1.9865  -4.3907
H  -3.5250  -2.2343  -2.4654
H  -2.4410  -1.2002  -1.4371
H  -2.6770  0.7009  -3.0740
H  -3.7767  -0.3124  -4.1132
H  3.6426  2.5095  1.5373
H  5.0155  1.4736  2.0173
H  0.5831  2.2319  3.2197

Results
SMILES = CC(C)Cn1[nH]c(CC(=O)N2CC(CN(C)C(=O)CC(=O)NC3CC3)C2)cc1=O
Kohn-Sham gap = 8.8 eV
HOMO = -8.48 eV
Energy above the lowest of the compared OMol25 structures with the same formula, charge and spin = 38.3 kcal per mole

Results of the Löwdin charge analysis, in e, for atoms 1 through 5: -0.0737, -0.4107, -0.0839, -0.1132, -0.0696

***

Record 5
Computed, not measured: a structure of composition C40H28I2N5O7Ta, with ωB97M-V with the def2-TZVPD basis set.

Positions of all 83 atoms, in Å:
Ta  0.2810  0.6297  -0.1709
C  -1.2458  2.1180  4.0846
O  0.1795  2.4078  3.9393
C  0.5146  1.8487  2.7983
N  -0.3947  1.3845  2.0303
C  -1.6964  1.8300  2.6508
C  -2.8846  0.8998  2.5131
C  -3.5446  0.3806  3.6228
C  -4.6904  -0.3919  3.4733
C  -5.2007  -0.6455  2.2117
C  -4.5685  -0.1063  1.0975
C  -3.4301  0.6641  1.2507
C  1.9271  1.8073  2.4083
C  2.9804  2.0959  3.2597
C  4.2736  1.9097  2.7947
C  4.4652  1.3920  1.5189
C  3.3472  1.1385  0.7499
N  2.0995  1.3912  1.1551
C  3.3518  0.4614  -0.5483
N  2.2330  0.1268  -1.0782
C  2.5377  -0.4876  -2.4057
C  4.0777  -0.5902  -2.3589
O  4.4617  0.1925  -1.1734
C  1.8587  -1.8140  -2.6202
C  1.3058  -2.1121  -3.8570
C  0.7291  -3.3556  -4.0790
C  0.6939  -4.2952  -3.0609
C  1.2431  -3.9977  -1.8195
C  1.8323  -2.7623  -1.6009
H  -1.7192  2.9827  4.5365
H  -1.3148  1.2503  4.7377
H  -1.9471  2.7807  2.1683
H  -3.1982  0.5745  4.6287
H  -5.1891  -0.7792  4.3518
H  -6.0977  -1.2393  2.0955
H  -4.9723  -0.2724  0.1073
H  -2.9750  1.0970  0.3686
H  2.7751  2.4425  4.2628
H  5.1211  2.1273  3.4303
H  5.4492  1.1705  1.1296
H  2.2229  0.2183  -3.1735
H  4.5798  -0.1473  -3.2124
H  4.4244  -1.6071  -2.1925
H  1.3272  -1.3752  -4.6533
H  0.3057  -3.5885  -5.0470
H  0.2432  -5.2631  -3.2345
H  1.2237  -4.7351  -1.0275
H  2.2708  -2.5397  -0.6338
I  -2.6310  -1.5390  -3.4276
C  -1.5679  0.1736  -3.8526
C  -1.8202  0.9028  -5.0433
C  -1.1476  2.0567  -5.3351
I  -1.5930  3.0495  -7.1061
C  -0.1713  2.5714  -4.4302
C  0.5507  3.7746  -4.5952
C  1.4397  4.1682  -3.6333
C  1.6215  3.3624  -2.4962
N  0.9801  2.2321  -2.3062
C  0.0874  1.8408  -3.2562
C  -0.6185  0.6402  -2.9949
O  -0.2924  0.0260  -1.8313
H  -2.5722  0.5286  -5.7242
H  0.3853  4.3765  -5.4787
H  1.9988  5.0878  -3.7284
H  2.3221  3.6673  -1.7250
O  -2.2761  4.0731  -0.7408
C  -1.5600  3.1817  -0.5539
N  -0.8184  2.2506  -0.3559
O  1.5651  -2.6988  3.1104
C  0.2429  -2.9154  3.1679
C  -0.2235  -3.8094  4.1286
C  -1.5743  -4.0600  4.2279
C  -2.5075  -3.4344  3.3877
C  -2.0670  -2.5536  2.4392
C  -0.6862  -2.2812  2.3116
C  -0.2551  -1.3485  1.3296
O  0.9707  -0.9852  1.1341
O  -1.0635  -0.7253  0.5349
H  1.7629  -2.0771  2.3939
H  0.4923  -4.2946  4.7775
H  -1.9213  -4.7615  4.9757
H  -3.5616  -3.6492  3.4898
H  -2.7576  -2.0473  1.7777

Results
Total charge = +2
Kohn-Sham gap = 6.2 eV
HOMO = -13.02 eV
Energy above the lowest of the compared OMol25 structures with the same formula, charge and spin = 4.7 kcal per mole

Results of the Löwdin charge analysis, in e, for atoms 1 through 5: 1.9931, -0.0294, 0.0804, -0.3186, 0.0737

***

Record 6
Computed, not measured: an isolated molecule of C25H31N3O7S at a distorted geometry, with ωB97M-V with the def2-TZVPD basis set.

Positions of all 67 atoms, in Å:
C  3.0088  1.8374  1.4041
O  1.7577  2.1156  1.3889
C  1.0377  2.6162  0.4372
C  -0.2385  3.1058  0.7318
C  -1.1796  3.3527  -0.2493
C  -0.7806  3.4613  -1.4902
C  -1.3619  3.7418  -2.6977
C  -2.0761  2.6911  -3.0830
O  -1.6338  1.5955  -3.9317
O  -3.0590  2.2850  -2.3396
C  -3.7824  0.8467  -2.2253
C  -2.9878  0.2034  -1.2462
O  -3.4913  -0.4058  -0.2343
N  -1.4818  -0.0709  -1.7203
C  -0.6020  -0.5670  -0.7431
C  -0.4992  -0.2184  0.6467
C  0.3976  -0.7021  1.5080
S  0.1909  -0.1262  3.1020
O  1.5305  -0.3660  3.8312
O  -0.4686  1.0044  3.4788
N  -0.5932  -1.3808  3.7541
C  -1.3703  -1.2979  4.8141
C  -0.8674  -1.1981  6.0489
O  0.0256  -2.5605  6.2116
C  0.8749  -2.8238  5.3730
C  0.3077  -2.7018  3.8320
C  1.6430  -1.1649  0.8552
C  1.5950  -1.4215  -0.4230
C  0.9346  -1.0969  -1.3918
N  0.7736  -1.2846  -2.7645
C  1.9549  -1.5856  -3.2036
C  1.5860  -2.0688  -4.6192
C  0.3764  -2.4996  -4.5677
C  -0.3637  -1.5614  -3.5219
C  0.8570  3.1319  -1.8293
C  1.6543  2.6861  -0.7627
H  3.6471  2.8123  1.0811
H  3.3176  1.5263  2.4085
H  3.1950  1.1695  0.7073
H  -0.7662  2.8516  1.7217
H  -2.2333  3.4918  0.0107
H  -1.0356  4.1909  -3.6534
H  -2.2192  4.5452  -2.4964
H  -3.8773  0.3570  -3.4243
H  -4.6625  1.0659  -2.0369
H  -1.2622  0.2646  -2.5341
H  -1.5112  0.1342  1.1122
H  -1.9440  -0.1594  4.4325
H  -2.2051  -1.9394  4.7111
H  -1.6060  -1.0851  6.8284
H  -0.2259  -0.6202  6.0977
H  1.4001  -3.6961  5.4298
H  1.4850  -1.8702  5.2348
H  1.1089  -2.6945  2.9019
H  -0.5587  -3.4913  3.7121
H  2.4682  -1.4087  1.6057
H  2.6491  -1.7459  -0.8616
H  2.8799  -1.1093  -3.2147
H  2.1247  -2.7997  -2.7606
H  2.2966  -2.7319  -5.1765
H  1.7913  -1.1886  -5.3326
H  -0.2803  -2.5769  -5.5882
H  0.2461  -3.4701  -4.1639
H  -0.6532  -0.8907  -4.1899
H  -1.0138  -1.9932  -3.0595
H  1.2076  2.9852  -2.8393
H  2.5682  2.5044  -1.0366

Results
SMILES = COc1ccc(CC(=O)OCC(=O)Nc2cc(S(=O)(=O)N3CCOCC3)ccc2N2CCCC2)cc1
Kohn-Sham gap = 6.9 eV
HOMO = -7.53 eV
Energy above the lowest of the compared OMol25 structures with the same formula, charge and spin = 594.2 kcal per mole

Results of the Löwdin charge analysis, in e, for atoms 1 through 5: -0.1420, -0.0660, -0.3175, 0.0200, -0.0709